{
  "formula": "C3H11N3O",
  "method": "wB97M-V/def2-TZVPD",
  "elements": ["C", "N", "H", "H", "H", "H", "H", "N", "N", "H", "C", "H", "H", "H", "H", "C", "H", "O"],
  "coordinates": [[-1.769, 1.405, 0.746], [2.530, -0.650, 0.090], [-0.919, 2.082, 0.833], [-1.227, 0.692, -1.250], [0.107, -1.804, -1.433], [-0.367, -1.177, 1.388], [-2.652, 1.972, 0.437], [0.012, -2.060, -0.451], [1.583, 0.350, 0.224], [0.003, 0.139, 0.027], [-0.229, -1.080, 0.317], [2.170, -1.483, -0.406], [-2.274, -0.418, -0.362], [-1.973, 0.975, 1.729], [2.807, -0.949, 1.020], [-1.481, 0.316, -0.262], [2.256, 0.742, -1.549], [1.422, 0.949, -1.098]],
  "lowdin_charge": [-0.12, -0.04, 0.08, 0.09, 0.06, 0.12, 0.08, 0.04, -0.20, 0.09, -0.29, 0.05, 0.09, 0.08, 0.08, -0.14, 0.07, -0.14],
  "lumo_ev": [0.80, 0.80],
  "total_energy_ev": -9800.1857,
  "homo_ev": [-7.2480, -7.2516],
  "spin_multiplicity": 1,
  "gap_ev": [8.05, 8.05],
  "e_above_lowest_kj_mol": 754.1
}



{
  "formula": "C3H11N3O",
  "method": "wB97M-V/def2-TZVPD",
  "elements": ["N", "H", "H", "O", "H", "N", "C", "H", "H", "H", "H", "H", "C", "H", "H", "C", "H", "N"],
  "coordinates": [[0.925, -0.523, -1.395], [-2.817, 0.416, 0.755], [0.289, -2.305, 0.158], [-2.599, -0.406, 0.302], [2.353, 1.560, 0.106], [0.072, 0.956, 0.232], [-1.784, -0.110, -0.809], [-0.719, -1.449, 1.167], [1.601, 1.972, 1.690], [1.110, 0.332, -1.898], [-2.032, 0.828, -1.304], [2.178, 0.298, 1.383], [0.116, -0.329, -0.277], [-1.851, -0.936, -1.514], [-0.491, 0.970, 1.074], [1.756, 1.201, 0.940], [1.764, -1.058, -1.224], [0.129, -1.416, 0.612]],
  "lowdin_charge": [0.10, 0.08, 0.08, -0.11, 0.03, 0.01, -0.16, 0.08, 0.03, 0.09, 0.08, 0.03, -0.69, 0.07, 0.07, 0.00, 0.08, 0.10],
  "lumo_ev": 0.92,
  "total_energy_ev": -9804.3296,
  "homo_ev": -7.1992,
  "spin_multiplicity": 1,
  "gap_ev": 8.12,
  "e_above_lowest_kj_mol": 354.3
}



{
  "formula": "C3H11N3O",
  "method": "wB97M-V/def2-TZVPD",
  "elements": ["H", "H", "H", "O", "N", "N", "H", "N", "H", "C", "H", "H", "H", "C", "C", "H", "H", "H"],
  "coordinates": [[1.537, 0.386, -0.831], [-0.207, 2.700, 1.205], [1.725, -1.276, -0.701], [2.967, -3.287, -0.677], [1.095, -0.513, -0.871], [-0.769, -1.712, -0.049], [-1.869, 3.212, 1.447], [-0.894, 0.583, -0.491], [-2.688, 1.154, 0.578], [-1.215, 2.660, 0.780], [-1.147, 3.139, -0.199], [2.516, -2.739, -0.029], [-1.304, 0.643, 1.511], [-1.594, 1.182, 0.614], [-0.212, -0.630, -0.411], [2.864, -4.179, -0.318], [-0.215, -2.516, -0.332], [-0.590, 1.193, -1.226]],
  "lowdin_charge": [0.09, 0.07, 0.05, -0.06, 0.13, 0.11, 0.07, 0.00, 0.10, -0.10, 0.07, 0.01, 0.11, -0.27, -0.57, 0.05, 0.03, 0.11],
  "lumo_ev": 0.67,
  "total_energy_ev": -9806.8367,
  "homo_ev": -8.7039,
  "spin_multiplicity": 1,
  "gap_ev": 9.37,
  "smiles": "[H]/N=C(\\N)NCC.O",
  "e_above_lowest_kj_mol": 112.4
}



{
  "formula": "C3H11N3O",
  "method": "wB97M-V/def2-TZVPD",
  "elements": ["H", "N", "H", "H", "H", "H", "H", "C", "H", "H", "C", "O", "C", "N", "H", "H", "N", "H"],
  "coordinates": [[-2.233, -2.038, 0.694], [2.482, 1.385, -0.817], [-1.925, -1.879, -1.586], [-1.756, -0.010, -1.075], [2.121, 2.329, -0.696], [0.959, -0.904, 0.925], [-1.734, 0.921, -0.251], [-1.379, -1.202, -0.927], [1.926, 0.456, 1.579], [2.593, 1.228, -1.816], [1.779, -0.217, 0.729], [1.403, 0.515, -0.429], [-1.699, 0.950, 0.985], [-1.666, -0.159, 1.508], [-0.368, -0.996, -1.275], [-1.764, 1.905, 1.479], [-1.427, -1.487, 0.424], [2.687, -0.797, 0.550]],
  "lowdin_charge": [0.08, 0.02, 0.08, 0.08, 0.08, 0.06, 0.07, -0.21, 0.08, 0.08, -0.12, -0.29, -0.14, 0.02, 0.05, 0.07, -0.09, 0.08],
  "lumo_ev": 0.95,
  "total_energy_ev": -9801.5852,
  "homo_ev": -9.0594,
  "spin_multiplicity": 1,
  "gap_ev": 10.01,
  "smiles": "C=NNC.CON",
  "e_above_lowest_kj_mol": 619.1
}



Please write out number 4 again, unchanged.
{
  "formula": "C3H11N3O",
  "method": "wB97M-V/def2-TZVPD",
  "elements": ["H", "N", "H", "H", "H", "H", "H", "C", "H", "H", "C", "O", "C", "N", "H", "H", "N", "H"],
  "coordinates": [[-2.233, -2.038, 0.694], [2.482, 1.385, -0.817], [-1.925, -1.879, -1.586], [-1.756, -0.010, -1.075], [2.121, 2.329, -0.696], [0.959, -0.904, 0.925], [-1.734, 0.921, -0.251], [-1.379, -1.202, -0.927], [1.926, 0.456, 1.579], [2.593, 1.228, -1.816], [1.779, -0.217, 0.729], [1.403, 0.515, -0.429], [-1.699, 0.950, 0.985], [-1.666, -0.159, 1.508], [-0.368, -0.996, -1.275], [-1.764, 1.905, 1.479], [-1.427, -1.487, 0.424], [2.687, -0.797, 0.550]],
  "lowdin_charge": [0.08, 0.02, 0.08, 0.08, 0.08, 0.06, 0.07, -0.21, 0.08, 0.08, -0.12, -0.29, -0.14, 0.02, 0.05, 0.07, -0.09, 0.08],
  "lumo_ev": 0.95,
  "total_energy_ev": -9801.5852,
  "homo_ev": -9.0594,
  "spin_multiplicity": 1,
  "gap_ev": 10.01,
  "smiles": "C=NNC.CON",
  "e_above_lowest_kj_mol": 619.1
}